DFT (ωB97M-V with the def2-TZVPD basis set) results for a structure of composition C3H3FOY in a non-equilibrium geometry.

## Properties
Kohn-Sham gap (spin up / spin down): 5.63 / 5.42 eV
⟨S²⟩: 0.964
calculated total energy: -329.08143 Eh
HOMO level (spin up / spin down): -6.4067 / -6.5637 eV

Structure (ORCA input):
```
! RIJCOSX wB97M-V def2-TZVPD def2/J DEFGRID3
* xyz 0 2
F -0.130 1.637 -1.394
O -0.135 -0.497 1.456
C -0.089 0.003 -0.472
C -0.972 -0.908 0.331
C 0.549 0.455 0.644
H -1.243 -1.982 0.359
H -2.067 -0.907 0.159
Y 2.437 2.097 0.170
H 1.651 0.103 -1.254
*
```

---

DFT (ωB97M-V with the def2-TZVPD basis set) results for a structure of composition C24H72Al2B3N4O8 in a non-equilibrium geometry.

## Properties
Kohn-Sham gap (spin up / spin down): 1.54 / 1.52 eV
⟨S²⟩: 0.763
calculated total energy: -2336.61117 Eh
HOMO level (spin up / spin down): -11.4068 / -11.3952 eV

Structure (ORCA input):
```
! RIJCOSX wB97M-V def2-TZVPD def2/J DEFGRID3
* xyz 2 2
Al 6.703 18.084 18.125
Al 4.726 22.455 16.330
B 5.441 20.949 18.976
H 5.407 20.206 19.758
H 6.224 20.800 18.249
H 4.460 20.898 18.531
H 5.444 21.949 19.380
B 7.506 21.014 16.094
H 7.451 19.998 16.454
H 6.801 21.213 15.302
H 7.463 21.752 16.881
H 8.502 21.030 15.682
B 4.407 19.133 16.300
H 4.750 18.115 16.201
H 3.593 19.183 17.006
H 5.259 19.744 16.554
H 4.121 19.498 15.326
C 7.272 17.230 21.777
O 6.397 17.951 20.937
C 5.098 17.874 21.399
C 4.280 16.816 20.610
N 4.094 17.345 19.242
C 3.233 16.668 18.340
C 3.797 15.340 18.009
O 5.103 15.464 17.513
C 5.797 14.157 17.104
H 8.291 17.095 21.415
H 6.922 16.261 22.134
H 7.491 17.769 22.699
H 4.780 18.914 21.479
H 5.009 17.718 22.474
H 3.370 16.799 21.210
H 4.690 15.819 20.773
H 3.727 18.278 19.370
H 3.131 17.106 17.347
H 2.269 16.663 18.848
H 3.137 15.012 17.205
H 3.733 14.648 18.848
H 5.448 13.918 16.100
H 5.576 13.353 17.806
H 6.884 14.168 17.025
C 3.680 23.104 22.269
O 3.597 24.465 21.866
C 3.197 25.468 22.814
C 1.676 25.308 23.200
N 1.275 26.307 24.192
C 1.302 27.726 23.987
C 0.725 28.356 25.175
O 1.429 28.344 26.407
C 1.011 29.097 27.464
H 2.699 22.668 22.459
H 4.015 23.075 23.306
H 4.186 22.468 21.542
H 3.371 26.483 22.456
H 3.735 25.430 23.761
H 1.661 24.352 23.725
H 1.002 25.265 22.345
H 1.393 26.210 25.190
H 0.773 27.878 23.046
H 2.232 28.219 23.703
H -0.256 27.895 25.283
H 0.439 29.367 24.884
H 1.840 29.040 28.170
H 0.092 28.603 27.778
H 0.880 30.152 27.226
C 6.700 17.067 14.278
O 7.685 17.282 15.284
C 8.919 17.863 14.848
C 9.941 17.807 15.966
N 9.629 18.726 17.053
C 10.678 18.735 17.986
C 10.312 19.766 19.119
O 9.005 19.488 19.680
C 8.782 20.348 20.857
H 6.081 16.203 14.520
H 7.123 16.980 13.278
H 5.940 17.846 14.228
H 8.676 18.920 14.736
H 9.190 17.518 13.850
H 10.921 18.081 15.575
H 10.189 16.795 16.287
H 9.514 19.673 16.723
H 11.681 19.026 17.673
H 10.787 17.811 18.553
H 10.409 20.778 18.726
H 11.139 19.613 19.813
H 9.242 19.960 21.766
H 7.694 20.370 20.924
H 9.126 21.374 20.730
C 1.309 20.963 16.054
O 2.049 21.668 16.998
C 1.352 22.166 18.116
C 2.254 22.731 19.195
N 3.302 23.651 18.674
C 2.686 24.987 18.442
C 3.765 25.852 17.735
O 4.054 25.373 16.467
C 3.438 26.101 15.445
H 1.037 19.921 16.224
H 1.917 20.774 15.170
H 0.376 21.465 15.800
H 0.576 21.514 18.517
H 0.721 22.977 17.752
H 2.777 21.841 19.546
H 1.705 23.153 20.037
H 3.874 23.840 19.485
H 2.353 25.303 19.431
H 1.694 24.890 18.001
H 4.700 25.827 18.293
H 3.453 26.889 17.857
H 2.366 25.901 15.437
H 3.764 25.732 14.473
H 3.787 27.134 15.436
*
```